Entry 1:
The following is a quantum chemistry calculation of a cluster of 2 separate species, C4H13N2O in total in a non-equilibrium geometry, from the OMol25 dataset.

The largest force on an atom comes out at 3.888 eV Å⁻¹. The value obtained for the HOMO energy is -0.5484 Ha. As for the charge: +1. The HOMO-LUMO gap is 11.0 eV. The relative energy (zero: lowest compared OMol25 entry of this formula, charge and spin) comes out at 2.5510 eV. As for the spin multiplicity: 1.

Bonds (Å) are listed after each position.
CARTESIAN COORDINATES (ANGSTROEM)
1 O 1.93575 -1.51348 -1.16757  H15 0.908, H20 0.925
2 N -0.41448 -2.30069 -0.02879  C4 1.320, H8 1.023, H16 1.012
3 N -0.99287 -0.09034 -0.20258  C4 1.276, C6 1.607, H9 1.046
4 C -1.29151 -1.33057 -0.20515  N2 1.320, N3 1.276, H13 1.064
5 C 0.39332 1.80875 0.13271  C6 1.514, C7 1.536, H14 1.145, H17 1.141
6 C 0.02038 0.54218 0.87304  N3 1.607, C5 1.514, H11 1.091, H18 1.126
7 C -0.10410 3.10846 0.78387  C5 1.536, H10 1.118, H12 1.176, H19 1.103
8 H -0.75622 -3.26364 -0.06828  N2 1.023
9 H -1.73592 0.59115 -0.47964  N3 1.046
10 H -1.21005 3.13513 0.62580  C7 1.118
11 H 0.90989 -0.08567 0.80277  C6 1.091
12 H -0.03166 2.98788 1.95171  C7 1.176
13 H -2.24326 -1.54235 -0.63111  C4 1.064
14 H -0.04439 1.90107 -0.92088  C5 1.145
15 H 2.63218 -1.83593 -1.65299  O1 0.908
16 H 0.21114 -2.17434 0.75637  N2 1.012
17 H 1.53182 1.87174 0.10557  C5 1.141
18 H -0.54401 0.54798 1.84701  C6 1.126
19 H 0.25310 4.09235 0.43490  C7 1.103
20 H 1.28420 -2.15319 -1.31790  O1 0.925

Löwdin population analysis, charges in e, atoms 1 to 2: 0.007 0.163

---

Entry 2:
The following is a quantum chemistry calculation of a cluster of 2 separate species, C4H13N2O2 in total in a non-equilibrium geometry, from the OMol25 dataset.

The largest force on an atom comes out at 1.942 eV Å⁻¹. The value obtained for the HOMO energy is -0.5158 Ha. As for the charge: +1. The HOMO-LUMO gap is 11.2 eV. The relative energy (zero: lowest compared OMol25 entry of this formula, charge and spin) comes out at 0.8519 eV. As for the spin multiplicity: 1.

Bonds (Å) are listed after each position.
CARTESIAN COORDINATES (ANGSTROEM)
1 O 2.08330 2.82182 1.09020  H11 0.966, H15 0.965
2 O 0.36801 -2.10748 -0.11195  C5 1.227
3 N 1.39359 0.07129 0.37280  C7 1.510, H10 1.010, H16 1.012, H19 1.000
4 N -1.68976 -2.76329 -0.74608  C5 1.340, H17 1.003, H20 1.002
5 C -0.83573 -1.88818 -0.19884  O2 1.227, N4 1.340, C6 1.516
6 C -1.40304 -0.56066 0.26266  C5 1.516, C8 1.520, H9 1.104, H18 1.085
7 C 0.59992 0.75096 -0.71781  N3 1.510, C8 1.563, H13 1.073, H14 1.073
8 C -0.95008 0.63826 -0.55545  C6 1.520, C7 1.563, H12 1.089, H21 1.051
9 H -1.12897 -0.38745 1.31818  C6 1.104
10 H 1.99624 0.75390 0.80995  N3 1.010
11 H 2.82062 3.43105 0.95128  O1 0.966
12 H -1.30498 0.62923 -1.58498  C8 1.089
13 H 0.94891 1.75335 -0.87491  C7 1.073
14 H 0.78162 0.10638 -1.55667  C7 1.073
15 H 1.57515 3.22889 1.80257  O1 0.965
16 H 0.73657 -0.31391 1.03900  N3 1.012
17 H -2.67915 -2.61169 -0.68535  N4 1.003
18 H -2.47110 -0.62767 0.44318  C6 1.085
19 H 1.82119 -0.73599 -0.03411  N3 1.000
20 H -1.37879 -3.68958 -0.96869  N4 1.002
21 H -1.28350 1.50076 -0.05499  C8 1.051

Löwdin population analysis, charges in e, atoms 1 to 2: -0.040 0.024

---

Entry 3:
The following is a quantum chemistry calculation of a cluster of 2 separate species, C4H13N2O2 in total in a non-equilibrium geometry, from the OMol25 dataset.

The largest force on an atom comes out at 4.228 eV Å⁻¹. The value obtained for the HOMO energy is -0.4986 Ha. As for the charge: +1. The HOMO-LUMO gap is 10.2 eV. The relative energy (zero: lowest compared OMol25 entry of this formula, charge and spin) comes out at 3.1860 eV. As for the spin multiplicity: 1.

Bonds (Å) are listed after each position.
CARTESIAN COORDINATES (ANGSTROEM)
1 O -0.00954 -2.15214 -0.93280  C6 1.254
2 O 3.03317 4.91355 1.22717  H9 1.004, H13 0.959
3 N -0.13702 0.07618 -0.53913  C5 1.509, C6 1.294, C7 1.538
4 N -1.81247 -3.03905 0.57510  C8 1.511, H12 1.010, H17 0.996, H19 0.988
5 C -0.64104 1.33268 0.12730  N3 1.509, H10 1.171, H11 1.152, H14 1.161
6 C -0.52019 -1.14958 -0.37904  O1 1.254, N3 1.294, C8 1.633
7 C 1.22020 0.30714 -1.22491  N3 1.538, H15 1.178, H16 1.107, H21 1.142
8 C -1.77229 -1.52828 0.59799  N4 1.511, C6 1.633, H18 1.018, H20 1.044
9 H 3.32040 5.19252 2.14823  O2 1.004
10 H -0.55344 1.52971 1.27854  C5 1.171
11 H -0.15897 2.25596 -0.36537  C5 1.152
12 H -1.98130 -3.35029 -0.37122  N4 1.010
13 H 3.64787 5.42723 0.69906  O2 0.959
14 H -1.70666 1.65045 -0.20748  C5 1.161
15 H 1.98414 0.83641 -0.50108  C7 1.178
16 H 1.11574 0.97487 -2.10157  C7 1.107
17 H -2.51494 -3.44001 1.15560  N4 0.996
18 H -1.56413 -1.32987 1.57427  C8 1.018
19 H -0.85537 -3.20113 0.75780  N4 0.988
20 H -2.59699 -0.98907 0.25419  C8 1.044
21 H 1.60097 -0.67985 -1.65571  C7 1.142

Löwdin population analysis, charges in e, atoms 1 to 2: 0.011 -0.093